1.
H2NO4P | ωB97M-V/def2-TZVPD

ORCA input file:
```
! wB97M-V def2-TZVPD RIJCOSX def2/J DEFGRID3
* xyz 0 1
N -0.14 0.81 0.41
O 0.30 0.16 1.30
O 0.26 1.88 0.02
O -1.50 -1.20 0.23
O 1.48 -0.52 -1.22
P -1.54 0.12 -0.54
H -0.79 -1.51 0.87
H 1.94 0.26 -1.08
*
```

Values from the calculation:
Energy above the lowest of the compared OMol25 structures with the same formula, charge and spin: 652.6 kJ/mol
Highest occupied orbital energy (spin up / spin down): -0.323 / -0.325 Ha
Electronic energy: -698.0288 hartree
E_LUMO (spin up / spin down): -3.282 / -3.279 eV
Gap between HOMO and LUMO (spin up / spin down): 0.202 / 0.205 Eh

=====

2.
H2NO4P | ωB97M-V/def2-TZVPD

ORCA input file:
```
! wB97M-V def2-TZVPD RIJCOSX def2/J DEFGRID3
* xyz 0 1
N -1.98 -0.03 -0.05
O -2.06 -0.83 0.82
O -2.75 0.82 -0.36
O 0.06 -1.53 -0.37
O 0.48 0.74 -0.18
P -0.44 -0.25 -1.12
H -0.33 -1.69 0.48
H 0.00 1.49 0.23
*
```

Values from the calculation:
Energy above the lowest of the compared OMol25 structures with the same formula, charge and spin: 164.1 kJ/mol
Highest occupied orbital energy: -0.383 Ha
Electronic energy: -698.2149 hartree
E_LUMO: -0.045 eV
Gap between HOMO and LUMO: 0.382 Eh

=====

3.
H2NO4PS | ωB97M-V/def2-TZVPD

ORCA input file:
```
! wB97M-V def2-TZVPD RIJCOSX def2/J DEFGRID3
* xyz -2 1
N 0.10 0.70 -0.39
O 3.74 1.70 -0.62
O 4.27 -0.79 -1.23
O 4.71 0.07 1.12
O 1.79 -1.79 0.72
P 4.00 0.24 -0.20
S 2.21 -0.37 1.02
H 1.06 1.09 -0.67
H 0.03 -0.24 -0.80
*
```

Values from the calculation:
Energy above the lowest of the compared OMol25 structures with the same formula, charge and spin: 221.7 kJ/mol
Highest occupied orbital energy (spin up / spin down): -0.002 / -0.002 Ha
Electronic energy: -1096.4448 hartree
E_LUMO (spin up / spin down): 6.418 / 6.418 eV
Gap between HOMO and LUMO (spin up / spin down): 0.238 / 0.238 Eh

=====

4.
H2NO4S | ωB97M-V/def2-TZVPD

ORCA input file:
```
! wB97M-V def2-TZVPD RIJCOSX def2/J DEFGRID3
* xyz -1 1
N 0.24 0.47 -0.28
O -3.68 0.54 0.79
O -2.64 -0.07 -1.43
O -1.83 -1.10 0.73
O -0.77 1.34 0.10
S -2.53 -0.01 0.07
H 0.18 0.09 -1.22
H 0.10 -0.28 0.26
*
```

Values from the calculation:
Energy above the lowest of the compared OMol25 structures with the same formula, charge and spin: 102.3 kJ/mol
Highest occupied orbital energy (spin up / spin down): -0.153 / -0.153 Ha
Electronic energy: -755.0795 hartree
E_LUMO (spin up / spin down): 4.075 / 4.075 eV
Gap between HOMO and LUMO (spin up / spin down): 0.303 / 0.303 Eh

=====

5.
H2NOP | ωB97M-V/def2-TZVPD

ORCA input file:
```
! wB97M-V def2-TZVPD RIJCOSX def2/J DEFGRID3
* xyz 0 3
N -0.67 -0.99 0.31
O 1.80 0.05 0.01
P 0.38 0.14 0.04
H -1.57 -0.64 -0.13
H 0.06 1.43 -0.23
*
```

Values from the calculation:
Energy above the lowest of the compared OMol25 structures with the same formula, charge and spin: 104.2 kJ/mol
<S²>: 2.008
Highest occupied orbital energy (spin up / spin down): -0.237 / -0.429 Ha
Electronic energy: -472.3696 hartree
E_LUMO (spin up / spin down): 0.526 / -3.753 eV
Gap between HOMO and LUMO (spin up / spin down): 0.256 / 0.291 Eh

=====

6.
H2NOS2 | ωB97M-V/def2-TZVPD

ORCA input file:
```
! wB97M-V def2-TZVPD RIJCOSX def2/J DEFGRID3
* xyz -1 1
N 0.99 -0.79 -0.43
O 0.23 1.75 -0.07
S -2.83 -0.60 0.01
S -0.09 0.30 0.05
H 1.72 -0.47 -1.17
H -0.01 -0.19 1.60
*
```

Values from the calculation:
Energy above the lowest of the compared OMol25 structures with the same formula, charge and spin: 344.0 kJ/mol
Highest occupied orbital energy (spin up / spin down): -0.133 / -0.136 Ha
Electronic energy: -927.4552 hartree
E_LUMO (spin up / spin down): 2.435 / 2.464 eV
Gap between HOMO and LUMO (spin up / spin down): 0.222 / 0.227 Eh

=====

7.
H2O | ωB97M-V/def2-TZVPD

ORCA input file:
```
! wB97M-V def2-TZVPD RIJCOSX def2/J DEFGRID3
* xyz 0 1
O -0.01 0.08 0.00
H 0.50 -0.46 -0.62
H -0.38 -0.58 0.60
*
```

Values from the calculation:
Energy above the lowest of the compared OMol25 structures with the same formula, charge and spin: 0.2 kJ/mol
Highest occupied orbital energy: -0.428 Ha
Electronic energy: -76.4335 hartree
E_LUMO: 1.086 eV
Gap between HOMO and LUMO: 0.468 Eh
Structure (SMILES): O

=====

8.
H2O | ωB97M-V/def2-TZVPD

ORCA input file:
```
! wB97M-V def2-TZVPD RIJCOSX def2/J DEFGRID3
* xyz 0 1
O 0.10 -0.02 0.11
H 0.00 0.65 -0.64
H -0.82 -0.47 -0.22
*
```

Values from the calculation:
Energy above the lowest of the compared OMol25 structures with the same formula, charge and spin: 41.9 kJ/mol
Highest occupied orbital energy: -0.425 Ha
Electronic energy: -76.4176 hartree
E_LUMO: 0.878 eV
Gap between HOMO and LUMO: 0.457 Eh
Structure (SMILES): O

=====

9.
H2O2P | ωB97M-V/def2-TZVPD

ORCA input file:
```
! wB97M-V def2-TZVPD RIJCOSX def2/J DEFGRID3
* xyz -1 1
O -1.28 1.57 0.03
P -0.80 0.19 0.00
O -1.98 -0.91 -0.07
H -0.04 -0.26 1.00
H 0.08 0.09 -1.03
*
```

Values from the calculation:
Energy above the lowest of the compared OMol25 structures with the same formula, charge and spin: 42.2 kJ/mol
Highest occupied orbital energy: -0.147 Ha
Electronic energy: -493.1054 hartree
E_LUMO: 5.013 eV
Gap between HOMO and LUMO: 0.331 Eh
Structure (SMILES): O=[PH2][O-]

=====

10.
H2O2S2 | ωB97M-V/def2-TZVPD

ORCA input file:
```
! wB97M-V def2-TZVPD RIJCOSX def2/J DEFGRID3
* xyz 0 1
O 0.27 4.20 -1.09
S 0.42 2.86 -1.85
O 0.50 -1.15 1.26
S -0.38 -0.21 0.17
H 1.47 -0.93 1.31
H -0.13 0.81 0.93
*
```

Values from the calculation:
Energy above the lowest of the compared OMol25 structures with the same formula, charge and spin: 225.1 kJ/mol
Highest occupied orbital energy (spin up / spin down): -0.348 / -0.343 Ha
Electronic energy: -947.9351 hartree
E_LUMO (spin up / spin down): -1.944 / -1.930 eV
Gap between HOMO and LUMO (spin up / spin down): 0.277 / 0.272 Eh
Structure (SMILES): O=S.OS

=====

11.
H2O2S2 | ωB97M-V/def2-TZVPD

ORCA input file:
```
! wB97M-V def2-TZVPD RIJCOSX def2/J DEFGRID3
* xyz 0 3
O -0.74 -0.29 -0.74
O 1.78 0.33 0.49
S -2.00 -0.66 0.25
S 3.09 0.09 -0.20
H 0.20 -0.24 -0.49
H -2.33 0.76 0.68
*
```

Values from the calculation:
Energy above the lowest of the compared OMol25 structures with the same formula, charge and spin: 20.4 kJ/mol
<S²>: 2.008
Highest occupied orbital energy (spin up / spin down): -0.324 / -0.324 Ha
Electronic energy: -947.9450 hartree
E_LUMO (spin up / spin down): 0.486 / -1.984 eV
Gap between HOMO and LUMO (spin up / spin down): 0.342 / 0.251 Eh

=====

12.
H2O3S2 | ωB97M-V/def2-TZVPD

ORCA input file:
```
! wB97M-V def2-TZVPD RIJCOSX def2/J DEFGRID3
* xyz 0 1
O -1.72 1.18 0.83
O -0.17 -0.47 -0.91
O 0.71 1.31 0.80
S -0.53 1.50 0.12
S 1.27 -1.11 -0.43
H 1.06 -1.25 0.89
H -0.62 -1.16 -1.30
*
```

Values from the calculation:
Energy above the lowest of the compared OMol25 structures with the same formula, charge and spin: 31.5 kJ/mol
Highest occupied orbital energy: -0.361 Ha
Electronic energy: -1023.2371 hartree
E_LUMO: 0.032 eV
Gap between HOMO and LUMO: 0.362 Eh

=====

13.
H2O4S | ωB97M-V/def2-TZVPD

ORCA input file:
```
! wB97M-V def2-TZVPD RIJCOSX def2/J DEFGRID3
* xyz 0 1
O -2.01 -0.16 -0.40
S -0.67 0.25 -0.17
O -0.31 1.40 0.58
O 0.15 -1.12 0.08
O 1.44 -0.67 0.22
H -0.08 0.69 -1.46
H 1.47 -0.39 1.15
*
```

Values from the calculation:
Energy above the lowest of the compared OMol25 structures with the same formula, charge and spin: 88.2 kJ/mol
Highest occupied orbital energy: -0.435 Ha
Electronic energy: -700.1953 hartree
E_LUMO: 0.483 eV
Gap between HOMO and LUMO: 0.453 Eh
Structure (SMILES): O=[SH](=O)OO